Entry from the Open Molecules 2025 dataset: 5 unconnected molecules or ions with the total composition C11H19NO19S4 at a distorted geometry (the ωB97M-V functional and the def2-TZVPD basis).

Total charge: 0
Maximum force (Eh/bohr): 0.1537
M (u): 597.5
Orbital gap (eV): 10.14
Highest occupied orbital energy (eV): -10.224

Element x y z (Å)
O1 0.422 -8.603 3.348
S1 -0.552 -7.859 4.097
O2 -1.742 -8.453 4.633
O3 -0.970 -6.553 3.226
C1 -0.691 -5.370 3.977
C2 0.473 -5.734 4.888
O4 0.217 -7.078 5.297
H1 -1.583 -5.117 4.558
H2 -0.448 -4.543 3.308
H3 0.545 -5.075 5.754
H4 1.421 -5.721 4.341
O5 -0.537 2.295 -0.148
S2 -1.392 1.391 -0.864
O6 -1.109 -0.011 -1.001
O7 -1.663 2.011 -2.340
C3 -3.065 2.197 -2.532
C4 -3.635 2.435 -1.140
O8 -2.903 1.556 -0.285
H5 -3.473 1.283 -2.975
H6 -3.250 3.038 -3.202
H7 -4.704 2.223 -1.087
H8 -3.451 3.460 -0.809
O9 0.800 1.405 -4.806
S3 1.937 0.529 -4.782
O10 3.206 0.882 -5.352
O11 1.481 -0.910 -5.382
C5 1.705 -1.928 -4.406
C6 1.580 -1.230 -3.059
O12 2.180 0.050 -3.246
H9 2.714 -2.324 -4.553
H10 0.979 -2.734 -4.523
H11 2.081 -1.777 -2.259
H12 0.530 -1.075 -2.790
O13 -1.918 5.169 -0.992
S4 -1.142 6.366 -1.154
O14 -1.661 7.674 -0.881
O15 -0.510 6.360 -2.651
C7 0.914 6.424 -2.568
C8 1.271 5.768 -1.241
O16 0.249 6.183 -0.335
H13 1.209 7.477 -2.580
H14 1.369 5.911 -3.417
H15 2.254 6.072 -0.878
H16 1.232 4.677 -1.317
C9 -1.624 -0.943 1.879
C10 -0.654 -1.778 2.235
O17 0.433 -2.638 2.689
C11 1.142 -1.906 3.736
O18 1.194 -2.441 4.886
O19 1.737 -0.659 3.347
N1 2.973 -0.486 3.894
H17 -2.185 0.072 1.803
H18 2.914 0.374 4.490
H19 3.699 -0.338 3.169

Forces on atoms 1 to 2 (eV/Å):
O -1.03 0.41 0.55
S 0.08 0.09 0.01


Entry from the Open Molecules 2025 dataset: a molecular structure, C11H19NO3 at a distorted geometry (the ωB97M-V functional and the def2-TZVPD basis).

Total charge: 0
Maximum force (Eh/bohr): 0.2534
M (u): 213.3
Orbital gap (eV): 9.73
Relative energy (zero: lowest compared OMol25 entry of this formula, charge and spin) (kJ/mol): 575.7
Highest occupied orbital energy (eV): -9.312

Element x y z (Å)
C1 1.949 3.205 1.113
H1 1.096 3.500 0.454
H2 1.931 3.509 2.075
H3 2.946 3.399 0.532
C2 2.016 1.641 1.050
C3 0.643 1.396 1.964
C4 0.462 -0.004 2.083
N1 0.604 -0.913 0.750
C5 -0.490 -1.480 0.298
O1 -1.639 -1.478 0.896
C6 -0.562 -2.099 -0.907
C7 -0.904 -1.079 -2.057
H4 -0.222 -0.183 -2.420
H5 -1.139 -1.532 -3.046
C8 -2.316 -0.477 -1.880
C9 -3.518 -1.339 -1.763
O2 -4.200 -1.612 -2.913
O3 -3.668 -2.033 -0.673
H6 -3.044 -2.036 0.047
H7 -2.726 0.385 -2.513
H8 -2.291 0.073 -0.878
H9 0.394 -2.302 -1.183
H10 -1.304 -2.897 -0.981
C10 1.670 -0.425 0.189
H11 1.882 -1.284 -0.861
C11 1.858 0.907 -0.126
H12 2.876 1.258 -0.781
H13 1.072 1.233 -0.607
H14 2.568 -0.814 0.692
H15 -0.528 -0.452 2.537
H16 1.318 -0.748 2.743
H17 0.729 1.654 2.947
H18 -0.277 1.670 1.479
H19 2.813 1.357 1.740

Forces on atoms 1 to 2 (eV/Å):
C 2.53 -2.57 -6.81
H 0.66 0.29 0.84


Entry from the Open Molecules 2025 dataset: a molecular structure, C11H20AsN3O7RhS3 (the ωB97M-V functional and the def2-TZVPD basis).

Total charge: +1
Maximum force (Eh/bohr): 0.0122
M (u): 580.3
Orbital gap (eV): 7.72
Relative energy (zero: lowest compared OMol25 entry of this formula, charge and spin) (kJ/mol): 34.6
Highest occupied orbital energy (eV): -12.093

Element x y z (Å)
Rh1 0.048 -0.577 -1.177
N1 2.012 -0.092 -0.791
N2 2.354 1.179 -1.323
C1 1.541 1.692 -2.266
N3 1.755 2.917 -2.695
S1 0.346 0.695 -3.001
H1 2.128 -0.065 0.220
H2 2.644 -0.788 -1.185
H3 2.888 1.782 -0.716
H4 2.429 3.531 -2.263
H5 1.061 3.343 -3.288
O1 -0.974 3.625 -0.406
As1 -1.553 2.040 0.152
O2 -1.880 2.134 1.727
O3 -0.120 1.162 -0.289
C2 -2.993 1.757 -1.106
C3 -3.579 2.911 -1.617
C4 -4.693 2.829 -2.442
C5 -5.237 1.597 -2.764
C6 -4.664 0.438 -2.262
C7 -3.553 0.527 -1.440
S2 -2.816 -0.979 -0.901
O4 -2.081 -0.686 0.330
O5 -3.805 -2.007 -0.851
O6 -1.751 -1.241 -1.953
H6 -1.043 4.216 0.357
H7 -3.165 3.877 -1.367
H8 -5.140 3.737 -2.824
H9 -6.109 1.533 -3.400
H10 -5.081 -0.533 -2.493
C8 -2.393 -4.979 0.540
C9 -1.280 -3.943 0.598
S3 -0.471 -3.789 -0.999
O7 0.509 -2.597 -0.809
C10 0.615 -5.220 -0.987
C11 1.577 -5.305 0.187
H11 -2.837 -5.070 1.530
H12 -2.035 -5.968 0.252
H13 -3.173 -4.668 -0.154
H14 -0.516 -4.157 1.345
H15 -1.678 -2.945 0.787
H16 1.129 -5.169 -1.947
H17 -0.069 -6.070 -1.040
H18 1.975 -4.323 0.441
H19 2.414 -5.947 -0.080
H20 1.101 -5.729 1.069

Forces on atoms 1 to 2 (eV/Å):
Rh -0.13 -0.22 -0.21
N 0.22 0.03 0.22


Entry from the Open Molecules 2025 dataset: C11H20ClNO3 in the gas phase at a distorted geometry (the ωB97M-V functional and the def2-TZVPD basis).

Total charge: 0
Maximum force (Eh/bohr): 0.0506
M (u): 249.7
Orbital gap (eV): 8.72
Relative energy (zero: lowest compared OMol25 entry of this formula, charge and spin) (kJ/mol): 0.0
Highest occupied orbital energy (eV): -8.163

Element x y z (Å)
C1 2.661 -3.197 0.555
O1 1.732 -2.109 0.413
C2 1.048 -2.004 -0.785
O2 1.300 -2.687 -1.778
C3 -0.061 -0.940 -0.936
O3 -0.871 -1.327 -2.049
C4 0.610 0.389 -1.227
C5 -0.250 1.611 -0.883
C6 0.613 2.922 -1.030
C7 -1.387 1.779 -1.876
N1 -0.807 1.508 0.484
Cl1 -1.295 3.058 1.321
C8 -0.853 0.227 1.250
C9 0.350 0.185 2.199
C10 -2.094 0.125 2.142
C11 -0.929 -0.999 0.314
H1 2.999 -3.245 1.598
H2 3.518 -3.115 -0.153
H3 2.131 -4.110 0.287
H4 -0.450 -2.100 -2.508
H5 0.954 0.439 -2.237
H6 1.544 0.465 -0.653
H7 0.964 3.010 -2.058
H8 0.052 3.819 -0.849
H9 1.486 3.008 -0.369
H10 -1.900 2.719 -1.673
H11 -2.110 0.951 -1.726
H12 -1.022 1.793 -2.901
H13 1.276 0.387 1.626
H14 0.272 0.952 2.994
H15 0.451 -0.840 2.611
H16 -2.154 0.937 2.883
H17 -3.001 0.192 1.533
H18 -2.041 -0.810 2.676
H19 -1.975 -1.085 -0.083
H20 -0.762 -1.914 0.889

Forces on atoms 1 to 2 (eV/Å):
C 0.20 -0.37 -0.95
O -1.14 0.67 -1.29


Entry from the Open Molecules 2025 dataset: 3 unconnected molecules or ions with the total composition C11H20N2O8 (the ωB97M-V functional and the def2-TZVPD basis).

Total charge: 0
Maximum force (Eh/bohr): 0.0113
M (u): 308.3
Orbital gap (eV): 9.43
Highest occupied orbital energy (eV): -9.381

Element x y z (Å)
C1 3.831 2.848 -1.789
C2 3.680 1.374 -2.007
O1 4.153 0.741 -2.899
O2 2.914 0.721 -1.028
C3 3.555 0.429 0.167
O3 3.209 0.908 1.191
C4 4.649 -0.636 0.042
O4 5.875 -0.179 0.596
C5 6.601 0.780 -0.061
O5 6.938 1.779 0.478
O6 6.955 0.471 -1.326
H1 4.840 3.027 -1.393
H2 3.748 3.346 -2.760
H3 3.093 3.244 -1.091
H4 4.333 -1.477 0.669
H5 4.750 -1.003 -0.986
H6 6.263 0.008 -1.824
C6 -0.085 0.637 1.152
N1 -0.114 -0.755 0.739
C7 -0.915 -1.756 1.182
C8 -1.921 -1.411 2.255
O7 -0.830 -2.882 0.717
H7 -0.296 1.283 0.299
H8 0.897 0.887 1.550
H9 -0.835 0.824 1.914
H10 0.521 -1.045 0.012
H11 -2.491 -2.308 2.481
H12 -1.435 -1.063 3.167
H13 -2.599 -0.631 1.903
C9 -7.277 -0.790 0.071
N2 -6.243 0.211 -0.079
C10 -4.937 0.029 -0.416
C11 -4.473 -1.387 -0.664
O8 -4.177 0.980 -0.500
H14 -8.097 -0.613 -0.627
H15 -7.681 -0.786 1.085
H16 -6.872 -1.777 -0.127
H17 -6.488 1.177 0.077
H18 -3.418 -1.354 -0.920
H19 -4.599 -1.997 0.232
H20 -5.023 -1.854 -1.481

Forces on atoms 1 to 2 (eV/Å):
C -0.06 0.10 -0.12
C 0.10 -0.15 -0.06


Entry from the Open Molecules 2025 dataset: a molecular structure, C11H20N2O9P2Pt at a distorted geometry (the ωB97M-V functional and the def2-TZVPD basis).

Total charge: 0
<S²>: 2.006
Maximum force (Eh/bohr): 0.0269
M (u): 581.3
Spin multiplicity: 3
Orbital gap (alpha / beta) (eV): 8.47 / 7.94
Relative energy (zero: lowest compared OMol25 entry of this formula, charge and spin) (kJ/mol): 14.7
Highest occupied orbital energy (alpha / beta) (eV): -8.317 / -8.729

Element x y z (Å)
Pt1 -0.281 -0.421 -0.620
C1 1.679 -4.213 1.187
C2 1.188 -2.868 0.698
O1 0.114 -2.967 -0.217
P1 2.513 -1.903 -0.128
O2 3.303 -2.902 -1.085
O3 3.567 -1.546 0.982
O4 2.038 -0.736 -0.913
P2 0.814 -1.696 2.089
O5 -0.508 -2.411 2.710
O6 1.948 -1.695 3.050
O7 0.441 -0.346 1.529
H1 2.017 -4.825 0.351
H2 0.881 -4.729 1.720
H3 2.509 -4.057 1.872
H4 -0.668 -3.265 0.274
H5 3.439 -2.481 -1.935
H6 3.149 -1.481 1.880
H7 -0.611 -2.110 3.612
C3 -4.034 -1.700 -1.513
C4 -3.275 -0.641 -0.697
C5 -4.176 0.576 -0.418
O8 -2.153 -0.196 -1.379
H8 -4.951 -1.979 -1.000
H9 -3.415 -2.584 -1.651
H10 -4.284 -1.293 -2.489
H11 -2.997 -1.089 0.276
H12 -4.500 1.006 -1.361
H13 -3.610 1.324 0.133
H14 -5.048 0.288 0.160
N1 3.440 3.571 0.610
C6 2.441 4.378 0.195
O9 2.520 5.588 0.244
C7 1.224 3.707 -0.368
C8 0.144 4.527 -0.693
C9 -0.993 3.960 -1.240
C10 -1.018 2.590 -1.448
N2 0.015 1.812 -1.147
C11 1.111 2.344 -0.620
H15 4.251 4.006 1.015
H16 3.353 2.572 0.665
H17 0.230 5.590 -0.517
H18 -1.842 4.569 -1.510
H19 -1.874 2.083 -1.872
H20 1.910 1.642 -0.429

Forces on atoms 1 to 2 (eV/Å):
Pt -0.54 0.60 -0.73
C 0.16 -0.03 0.02